A cluster of 2 separate species, C27H35IN6O3S2 in total, computed with ωB97M-V/def2-TZVPD.

Results
**Charge**: 0
**SMILES string**: CCN(CC)C(=S)SCCCc1c(I)c(C[C@@H](O)CN)c2c(c1-c1cccnc1)C(=O)N(CN)C2=O.CC#N
**Orbital gap**: 0.265 Ha

Atoms and positions in Å:
1 C 1.66507 0.16923 4.04079
2 C 2.96729 0.17478 2.99124
3 N 2.55035 -0.68518 1.81909
4 C 3.67476 -1.54044 1.28135
5 C 3.02668 -3.06008 1.05080
6 C 1.83139 0.09691 0.74351
7 S 0.10064 0.11074 0.85753
8 S 2.61126 1.07201 -0.65190
9 C 3.21845 -0.02999 -2.04081
10 C 2.21873 -1.26898 -2.43280
11 C 1.13043 -0.91558 -3.62052
12 C -0.25336 -0.28447 -2.97045
13 C -0.68266 1.31000 -3.23690
14 I 0.56346 2.67693 -4.48459
15 C -2.07737 1.95476 -2.57598
16 C -2.54668 3.52103 -2.77360
17 C -2.05924 4.52854 -1.55868
18 O -2.56183 4.15266 -0.22460
19 C -0.43585 4.74271 -1.46910
20 N 0.01891 5.24658 -0.08472
21 C -2.99868 0.91425 -1.70698
22 C -2.59211 -0.65566 -1.46842
23 C -1.20645 -1.29144 -2.06986
24 C -0.85747 -2.87367 -1.73550
25 C -0.54985 -3.91285 -2.94932
26 C -0.22988 -5.39102 -2.35086
27 C -0.29966 -5.64471 -0.76910
28 N -0.58038 -4.73262 0.37453
29 C -0.81940 -3.38800 -0.21808
30 C -3.81556 -1.28881 -0.58022
31 O -3.84387 -2.31703 0.28431
32 N -4.96406 -0.34018 -0.97466
33 C -6.30676 -0.60319 -0.33026
34 N -6.42094 -0.17668 1.11644
35 C -4.42011 1.08345 -0.90887
36 O -4.94353 2.17290 -0.31135
37 H 1.19185 1.23380 4.17587
38 H 0.80001 -0.52090 3.59514
39 H 2.00819 -0.26490 5.08399
40 H 3.15490 1.30399 2.68956
41 H 3.87190 -0.23203 3.61204
42 H 4.21578 -1.11888 0.33358
43 H 4.50836 -1.68471 2.11639
44 H 3.85268 -3.90960 1.08579
45 H 2.46976 -3.08814 0.01927
46 H 2.20438 -3.26271 1.88964
47 H 3.37593 0.62907 -2.99507
48 H 4.28309 -0.48601 -1.75558
49 H 2.91434 -2.13127 -2.87713
50 H 1.68333 -1.74035 -1.50434
51 H 1.65764 -0.18968 -4.37944
52 H 0.93510 -1.92269 -4.22018
53 H -2.29345 3.96000 -3.85284
54 H -3.73804 3.51770 -2.72341
55 H -2.54344 5.58687 -1.80906
56 H -2.68829 5.03417 0.26594
57 H 0.13690 3.72562 -1.63001
58 H -0.14731 5.57118 -2.27294
59 H 0.03365 4.36615 0.49394
60 H -0.67833 5.92996 0.28735
61 H -0.53838 -3.64500 -4.08791
62 H 0.05056 -6.27406 -3.08235
63 H -0.08745 -6.77168 -0.42862
64 H -1.02053 -2.54042 0.60175
65 H -7.11122 -0.02701 -0.99802
66 H -6.55097 -1.75273 -0.48639
67 H -6.89923 -0.95791 1.65889
68 H -5.49610 -0.00278 1.56758
69 C 4.00888 1.49313 6.85834
70 C 5.16827 1.07572 6.05218
71 N 6.08428 0.74582 5.41520
72 H 3.12350 1.66213 6.23640
73 H 3.74109 0.73676 7.60363
74 H 4.20664 2.42451 7.39935

Atoms 1-2, force components in eV/Å:
-0.271 -0.268 -0.061
-1.726 1.288 1.637

Atomic partial charges in e from the Mulliken method, atoms 1 to 8:
1. C -0.81
2. C -0.22
3. N 0.37
4. C -0.31
5. C -0.68
6. C -0.48
7. S -0.06
8. S -0.06


A structure of composition C27H35InN10O6S, computed with ωB97M-V/def2-TZVPD.

Results
**Charge**: +2
**Orbital gap**: 0.249 Ha

Atoms and positions in Å:
1 In -0.03071 -1.64196 1.44892
2 O -2.08667 -5.70649 -0.54932
3 C -1.62418 -4.57485 -0.05335
4 O -0.44790 -4.29648 0.01327
5 C -2.69077 -3.66296 0.44650
6 C -4.04093 -3.97773 0.35966
7 C -4.96223 -3.11130 0.93981
8 C -4.50192 -1.97664 1.58058
9 C -3.12834 -1.74378 1.60518
10 N -2.25348 -2.55099 1.04739
11 C -2.55977 -0.50376 2.28054
12 O -3.48444 -0.06240 3.18367
13 O -1.36016 -0.63345 2.75158
14 H -1.38331 -6.31696 -0.83179
15 H -4.34844 -4.88613 -0.13537
16 H -6.01750 -3.33409 0.90779
17 H -5.15918 -1.28312 2.08023
18 H -3.11229 0.65319 3.71474
19 N -0.29309 -1.64294 -1.54185
20 N 0.64244 -2.52178 -2.07790
21 C 1.69181 -2.96230 -1.37640
22 N 2.53183 -3.80653 -1.97251
23 S 2.05021 -2.42837 0.18439
24 H -1.22730 -1.87095 -1.87019
25 H -0.08123 -0.67393 -1.79011
26 H 0.54080 -2.82249 -3.04449
27 H 2.41328 -4.10756 -2.92769
28 H 3.32251 -4.15231 -1.45301
29 C 4.20748 -0.13891 4.89919
30 N 3.30521 0.13778 3.79766
31 C 3.40477 1.42492 3.13263
32 C 2.34861 -0.72160 3.39599
33 N 1.47727 -0.44072 2.48501
34 N 2.34249 -1.96448 4.00757
35 C 1.37741 -2.94079 3.99501
36 N 1.47220 -3.80646 5.02598
37 N 0.49232 -3.06753 3.06320
38 H 4.87877 0.70631 5.01860
39 H 4.82824 -1.01546 4.70025
40 H 3.66999 -0.26299 5.84304
41 H 4.36660 1.87224 3.36510
42 H 2.61304 2.10630 3.45882
43 H 3.34972 1.29851 2.04912
44 H 1.44845 0.52571 2.19577
45 H 3.02715 -2.06747 4.74470
46 H 2.13880 -3.68404 5.77080
47 H 0.85248 -4.59625 5.10186
48 H -0.15821 -3.82366 3.23073
49 C 1.41086 6.01885 -4.23952
50 C 1.66435 4.63339 -3.73910
51 C 2.76315 3.91397 -4.18568
52 C 3.02792 2.64201 -3.70855
53 C 2.13567 2.03796 -2.84484
54 C 0.99802 2.72491 -2.43338
55 N 0.05939 2.03442 -1.62436
56 C -1.25952 1.90946 -1.90004
57 C -1.77122 2.33893 -3.14022
58 C -3.11025 2.28061 -3.42063
59 C -4.01869 1.80209 -2.47257
60 C -3.54980 1.34553 -1.26983
61 C -2.17083 1.33315 -0.97182
62 C -1.72536 0.67393 0.24059
63 O -2.66477 0.48579 1.12819
64 O -0.53217 0.30431 0.36731
65 C 0.78692 4.05151 -2.81705
66 C -0.31797 4.87113 -2.22927
67 H 2.09415 6.26493 -5.04763
68 H 1.54923 6.74570 -3.43921
69 H 0.38554 6.11923 -4.59358
70 H 3.43204 4.36861 -4.90092
71 H 3.91706 2.11795 -4.02277
72 H 2.31069 1.03090 -2.48877
73 H 0.38041 1.65621 -0.74147
74 H -1.08186 2.71789 -3.87655
75 H -3.47045 2.60013 -4.38593
76 H -5.07474 1.79548 -2.69037
77 H -4.23054 0.95765 -0.52865
78 H -1.05988 5.14863 -2.97883
79 H 0.10208 5.79000 -1.82007
80 H -0.82121 4.34239 -1.42579

Atoms 1-2, force components in eV/Å:
-0.116 -0.154 -0.253
-0.494 -0.412 -0.198

Atomic partial charges in e from the Mulliken method, atoms 1 to 8:
1. In 1.63
2. O -0.44
3. C 0.08
4. O -0.44
5. C 0.53
6. C -0.92
7. C -0.59
8. C -1.37


A structure of composition C27H35N2OPb, computed with ωB97M-V/def2-TZVPD.

Results
**Charge**: +1
**Orbital gap (alpha / beta)**: 0.204 / 0.213 Ha

Atoms and positions in Å:
1 C -2.56816 -0.39074 0.79604
2 C -2.70041 0.45665 -0.34036
3 C -2.16723 1.73729 -0.00044
4 C -1.71957 1.67697 1.35400
5 C -1.95791 0.36028 1.83779
6 Pb 0.39499 0.01253 -0.44634
7 C 3.73556 2.22782 0.33582
8 C 3.30163 0.93546 0.59511
9 H 3.69719 0.09173 -0.01553
10 C 2.10649 0.51226 1.31779
11 H 1.65105 1.29144 1.95149
12 H 2.14273 -0.47086 1.83342
13 C 4.54827 2.38634 -0.98467
14 H 4.65719 1.50633 -1.65798
15 H 4.19526 3.18543 -1.66953
16 H 5.56256 2.66119 -0.69977
17 C 2.51501 3.23144 0.29800
18 H 1.46341 2.81390 0.19472
19 H 2.53236 3.75687 1.26916
20 H 2.54923 3.97513 -0.53196
21 C -3.32592 0.08288 -1.62928
22 H -2.95983 -0.88771 -1.99932
23 H -4.42024 -0.00069 -1.52064
24 H -3.12742 0.83151 -2.40673
25 C -2.14803 2.92061 -0.89226
26 H -1.87162 2.64993 -1.92171
27 H -3.14227 3.39866 -0.93392
28 H -1.43252 3.67897 -0.54665
29 C -1.17914 2.79958 2.15571
30 H -0.99286 3.68546 1.53599
31 H -1.89514 3.09402 2.94125
32 H -0.23796 2.53572 2.66356
33 C -1.68988 -0.13232 3.20820
34 H -0.97049 0.50781 3.73581
35 H -2.61728 -0.14374 3.80432
36 H -1.29343 -1.15905 3.20981
37 C -3.04612 -1.78835 0.89451
38 H -2.48541 -2.35997 1.64648
39 H -4.10797 -1.81071 1.19009
40 H -2.96421 -2.31995 -0.06408
41 C 0.55710 0.33678 -2.68164
42 C 1.53221 1.40468 -3.07635
43 C -0.30975 0.29204 -3.78141
44 C 1.05695 2.66880 -3.24993
45 H 2.51606 1.78410 -2.74812
46 C -0.61979 1.55870 -4.44111
47 H -0.72688 -0.58059 -4.28021
48 C -0.06459 2.78258 -4.04474
49 H 1.62350 3.48056 -2.82714
50 H -1.36913 1.67653 -5.26445
51 H -0.33738 3.81386 -4.30902
52 N 0.48400 -7.54141 -0.32557
53 C 0.81429 -6.70655 0.72039
54 O 1.19283 -7.13279 1.77057
55 C 0.65256 -5.23336 0.45780
56 C 0.17585 -4.67431 -0.73931
57 C 0.01738 -3.29362 -0.84314
58 N 0.34678 -2.45038 0.16839
59 C 0.78218 -2.98032 1.34057
60 C 0.96384 -4.34884 1.50465
61 H 0.58252 -8.51975 -0.16755
62 H 0.20454 -7.22761 -1.24280
63 H -0.07378 -5.27810 -1.61265
64 H -0.37508 -2.83851 -1.76243
65 H 0.99868 -2.28490 2.15919
66 H 1.35185 -4.71072 2.45464

Atoms 1-2, force components in eV/Å:
0.381 0.549 -0.827
-0.056 -2.109 1.044

Atomic partial charges in e from the Mulliken method, atoms 1 to 8:
1. C 0.70
2. C 0.63
3. C 0.09
4. C 0.79
5. C 0.67
6. Pb 1.06
7. C 0.52
8. C -0.31


In order of appearance, strongest force on any atom = 9.1; 0.8; 5.9 eV/Å.